Record 1
The following is a quantum chemistry calculation of a molecular structure, C34H54N3O3SV, from the Open Molecules 2025 dataset.

LUMO (alpha / beta)	2.5 / 2.5	eV
charge	-1
HOMO level (alpha / beta)	-3.1 / -4.9	eV
gap between HOMO and LUMO (alpha / beta)	5.59 / 7.39	eV
2S+1	4
E	-83273.747	eV
expectation value of S²	3.80
relative energy (zero: lowest compared OMol25 entry of this formula, charge and spin)	35.6	kcal/mol

Atoms and positions in Å:
V -0.609 -0.068 -0.732
S 0.136 -0.432 -3.869
O 0.461 0.807 -4.638
O -0.910 1.707 -0.252
O -0.864 -1.843 -0.165
N -0.238 -0.177 -2.392
N 0.090 -0.046 1.801
N 1.917 0.108 -0.381
C -1.541 1.863 1.987
C -2.405 2.277 2.987
C -2.994 2.825 0.300
C 1.491 -0.379 1.993
C 2.265 -1.210 -0.879
C -3.817 3.231 1.339
C -3.289 -2.278 -0.129
C -3.362 3.145 -1.153
C 2.376 0.338 0.976
C -3.584 1.836 -1.928
C -2.296 -4.093 -1.585
C -6.433 -2.858 2.805
C -4.490 -1.558 1.903
C -0.794 -1.027 2.434
C 2.344 1.148 -1.301
C -2.243 3.967 -1.817
C -3.324 -2.050 -2.641
C -4.655 3.960 -1.251
C -5.822 -1.457 2.638
C -4.741 -3.763 -1.592
C -4.555 5.014 3.730
C -0.184 1.304 2.307
C -1.809 2.103 0.624
C -4.542 3.477 3.749
C -4.149 3.020 5.156
C -4.438 -2.140 0.636
C -3.569 2.965 2.688
C -3.401 -3.030 -1.466
C -2.059 -1.766 0.414
C -5.662 -0.847 4.033
C -6.783 -0.572 1.830
C -2.107 -1.254 1.734
C -3.292 -1.134 2.442
C -5.959 2.956 3.463
H -4.707 3.796 1.093
H -7.006 -1.019 0.860
H -5.506 3.415 -0.836
H -3.177 3.426 5.445
H -0.276 -1.990 2.439
H -5.241 5.406 4.488
H -3.245 -0.697 3.433
H -2.659 1.271 -2.007
H 3.441 1.167 -1.431
H 2.357 1.413 1.162
H 1.838 -0.136 3.012
H -3.555 5.400 3.936
H -5.750 -3.500 3.365
H -5.240 0.158 3.978
H -5.015 -1.466 4.657
H 3.359 -1.346 -0.953
H 2.014 2.120 -0.933
H -5.583 -3.068 -1.628
H -4.160 -1.347 -2.599
H -5.367 -2.513 0.224
H -4.864 4.156 -2.305
H 3.417 0.000 1.128
H 1.606 -1.454 1.853
H 1.853 -1.982 -0.229
H -6.332 0.406 1.650
H -4.889 3.373 5.878
H 1.819 -1.343 -1.865
H -1.312 3.406 -1.826
H -4.330 1.218 -1.419
H -4.869 5.390 2.756
H -2.087 4.900 -1.268
H -1.315 -3.630 -1.539
H -2.132 2.064 4.016
H -2.380 -4.818 -0.769
H -6.624 -3.327 1.840
H -7.724 -0.433 2.371
H -2.399 -1.491 -2.609
H -6.639 -0.781 4.518
H -4.566 4.922 -0.741
H -2.390 -4.629 -2.533
H 0.544 1.974 1.844
H -3.938 2.048 -2.941
H 1.874 0.984 -2.271
H -4.106 1.930 5.215
H -6.332 3.320 2.506
H -2.510 4.211 -2.848
H -5.961 1.865 3.430
H -0.024 1.329 3.400
H -6.650 3.282 4.246
H -0.980 -0.753 3.484
H -4.740 -4.325 -2.528
H -3.371 -2.589 -3.591
H -7.379 -2.800 3.351
H -4.897 -4.468 -0.771

Results of the Löwdin charge analysis, in e, for atoms 1 through 4: atom 1 (V): 0.816, atom 2 (S): 0.683, atom 3 (O): -0.641, atom 4 (O): -0.213

Record 2
The following is a quantum chemistry calculation of 8 unconnected molecules or ions with the total composition C34H54N5O24S2, from the Open Molecules 2025 dataset.

LUMO	-2.7	eV
charge	+1
HOMO level	-11.7	eV
gap between HOMO and LUMO	9.04	eV
E	-114390.021	eV
relative energy (zero: lowest compared OMol25 entry of this formula, charge and spin)	0.0	kcal/mol

Atoms and positions in Å:
S -1.037 4.277 4.950
S -5.213 -0.764 2.689
O -1.439 5.501 1.895
O -5.096 -1.493 6.770
O 5.879 -1.730 0.277
O -0.821 -6.256 -5.751
O 1.684 6.368 -4.559
O 2.178 8.161 -3.328
O -5.310 -3.635 7.308
O -6.239 -1.673 3.091
O 2.151 -1.361 -3.583
O -3.149 4.172 2.530
O 7.048 -3.589 -0.207
O 4.436 3.894 -1.292
O 4.118 -0.770 -4.509
O -3.931 -3.048 5.633
O 3.435 1.896 -1.078
O -3.528 6.224 1.699
O 5.547 1.986 -1.735
O 0.297 8.146 -4.573
O -4.931 -0.562 1.295
O 0.980 -0.041 1.759
O -0.293 -6.817 -7.836
O 4.931 -3.769 0.445
O 2.568 -1.881 -5.707
O 1.173 -5.637 -6.599
N -1.904 2.788 4.892
N -3.227 1.061 5.214
N -2.735 -0.118 3.216
N -1.753 1.952 3.816
N 0.907 -0.343 4.002
C 3.028 6.185 -4.081
C 3.061 7.104 -2.893
C -6.216 -1.579 7.674
C -3.659 -1.206 3.470
C 4.424 7.632 -2.534
C 3.051 -1.289 -4.601
C -2.751 5.209 2.082
C 0.589 1.909 2.984
C 4.656 -6.174 0.719
C 0.429 -2.744 -6.485
C 1.289 7.614 -4.195
C -3.272 8.311 0.457
C -0.882 2.209 2.675
C -2.019 -6.772 -6.354
C 6.812 -4.984 0.032
C 5.276 0.591 -1.431
C 0.913 -1.831 -4.146
C -4.705 -2.758 6.497
C -2.376 -7.748 -8.690
C 5.947 -2.914 0.183
C -2.688 7.388 1.491
C -1.466 -7.589 -7.501
C 3.053 -0.472 -0.714
C 0.126 -6.187 -6.720
C -5.949 -2.894 8.374
C 4.476 2.700 -1.366
C 5.305 -5.067 -0.068
C -2.586 0.918 4.044
C -1.387 6.719 1.114
C 0.840 0.420 2.856
C 3.767 0.560 -1.541
C 1.390 -2.633 -5.336
C -2.777 2.202 5.705
C -7.162 -3.618 8.895
H -2.585 -7.354 -5.632
H -1.837 -8.192 -9.525
H -3.306 -2.130 3.023
H 0.317 -0.962 -4.435
H 4.344 8.420 -1.785
H 2.598 6.632 -2.021
H -1.214 1.553 1.874
H 1.718 -3.628 -5.026
H -6.231 -0.722 8.340
H -2.238 -0.154 2.339
H 3.574 -6.051 0.729
H 0.059 -1.761 -6.784
H -1.124 -8.565 -7.149
H -0.504 7.295 1.376
H 7.335 -5.587 -0.705
H -5.413 0.471 3.218
H 4.999 -6.168 1.754
H 0.850 2.260 3.984
H 3.377 -0.423 0.325
H -3.085 2.617 6.651
H 4.893 -7.141 0.275
H 3.236 -1.477 -1.087
H -0.416 -3.372 -6.210
H -7.922 -3.713 8.119
H 1.980 -0.284 -0.730
H -6.895 -4.622 9.219
H 0.927 -3.184 -7.346
H -3.218 -8.391 -8.437
H 0.367 -2.422 -3.416
H 5.776 -0.059 -2.142
H -7.586 -3.079 9.742
H 3.719 6.488 -4.871
H 3.208 5.145 -3.822
H -2.756 -6.781 -9.021
H -3.326 7.823 -0.516
H 1.212 2.417 2.253
H -2.598 7.899 2.453
H 5.640 0.389 -0.430
H -2.622 -5.930 -6.700
H -2.662 9.209 0.367
H -3.847 -1.353 4.528
H -1.347 6.447 0.059
H -7.132 -1.602 7.081
H 4.991 -5.107 -1.114
H -4.283 8.603 0.735
H 5.042 6.829 -2.133
H 0.558 0.121 4.830
H 4.921 8.062 -3.405
H 0.463 -1.247 3.888
H 3.472 0.487 -2.585
H -1.644 4.894 5.972
H -1.013 3.242 2.372
H -5.210 -2.765 9.168
H 7.176 -5.229 1.032

Results of the Löwdin charge analysis, in e, for atoms 1 through 4: atom 1 (S): 0.969, atom 2 (S): 0.685, atom 3 (O): 0.009, atom 4 (O): 0.045

Number 1: maximum force 2.48 eV Å⁻¹. Number 2: maximum force 1.13 eV Å⁻¹.